Entry 1:
C21H17ClI2N4O4S2Tm as an isolated structure. Source: the Open Molecules 2025 dataset; level of theory: ωB97M-V/def2-TZVPD.

XYZ file:
```
52
C21H17ClI2N4O4S2Tm (ωB97M-V/def2-TZVPD)
Tm -0.407 0.040 -0.249
I -2.774 4.401 -2.019
I 2.896 3.662 2.647
Cl -6.606 2.832 1.828
S 3.475 0.261 -3.287
S 1.233 2.168 -2.996
O 0.329 -4.233 1.062
O 0.408 1.235 1.428
O 0.258 -1.957 -0.204
O -1.671 1.475 -1.081
N 1.379 -0.116 -1.674
N 2.115 -1.311 -1.437
N -0.640 3.133 2.053
N -2.570 -0.196 0.794
C -5.143 2.444 0.988
C -4.475 1.216 1.262
C 1.480 -2.168 -0.704
C 4.041 -4.917 -0.646
C -4.922 0.251 2.190
C 2.210 -5.587 0.769
C -2.776 1.840 -0.442
C 2.129 -3.451 -0.370
C -3.294 0.946 0.556
C 2.737 2.820 -3.753
C 1.965 0.651 -2.529
C 0.314 2.226 2.187
C 3.445 -5.841 0.214
C -3.009 -1.073 1.672
C 1.322 2.391 3.280
C 1.540 -4.399 0.477
C -4.637 3.314 0.072
C -4.204 -0.896 2.391
C -3.446 3.018 -0.651
C 3.384 -3.742 -0.927
C 3.435 1.657 -4.436
H -4.530 -1.655 3.085
H 0.886 2.842 4.167
H -5.156 4.244 -0.118
H 2.439 3.587 -4.466
H 1.757 1.426 3.510
H 5.004 -5.119 -1.093
H 2.910 1.366 -5.345
H 3.954 -6.768 0.442
H 3.375 3.266 -2.991
H 3.831 -3.016 -1.592
H -0.628 3.955 2.635
H -5.841 0.428 2.733
H -2.402 -1.958 1.826
H -0.024 -3.399 0.719
H 1.734 -6.300 1.428
H -1.294 3.097 1.283
H 4.465 1.909 -4.687
```

2S+1: 3
<S²>: 2.002
LUMO (alpha / beta): -0.121 / -0.121 Eh
Total charge: +1
Gap between HOMO and LUMO (alpha / beta): 0.259 / 0.259 hartree

These are the Löwdin partial charges, in e, on atoms 1 to 4:
1. Tm 1.568
2. I 0.993
3. I 0.886
4. Cl 0.733

=====

Entry 2:
One molecule with the formula C21H17ClN4O3. Source: the Open Molecules 2025 dataset; level of theory: ωB97M-V/def2-TZVPD.

XYZ file:
```
46
C21H17ClN4O3 (ωB97M-V/def2-TZVPD)
Cl 7.717 0.581 0.040
O 1.345 -1.195 1.125
O -0.594 -0.557 -1.662
O -0.701 -4.675 -0.784
N 0.157 -1.815 0.987
N -3.132 0.377 0.484
N -2.114 0.668 -0.418
N -2.074 -2.924 -0.460
C 3.547 -1.104 0.146
C 2.204 -1.645 0.189
C 5.765 -1.081 -0.795
C -4.265 1.272 0.544
C -0.773 3.910 0.716
C 5.196 0.441 0.987
C -4.355 -1.638 1.292
C 0.266 -2.647 -0.022
C -0.851 -3.514 -0.466
C -3.279 -0.987 0.501
C 3.918 -0.078 1.018
C 1.565 -2.596 -0.570
C -0.896 2.380 -1.596
C -0.199 4.377 -0.454
C -0.252 3.604 -1.603
C -1.479 1.918 -0.421
C -1.405 2.681 0.742
C 4.485 -1.598 -0.761
C -1.538 -0.504 -0.897
C -2.318 -1.562 -0.276
C 6.116 -0.064 0.080
H 4.211 -2.389 -1.440
H -4.764 1.146 1.503
H -4.980 1.077 -0.262
H -5.329 -1.496 0.822
H -1.820 2.299 1.663
H 5.482 1.234 1.661
H 0.206 3.958 -2.514
H 1.927 -3.160 -1.402
H 0.297 5.335 -0.468
H -4.395 -1.216 2.294
H 3.192 0.307 1.717
H -0.934 1.769 -2.482
H -3.914 2.298 0.460
H -4.155 -2.702 1.370
H 6.492 -1.463 -1.495
H -2.850 -3.524 -0.713
H -0.720 4.500 1.619
```

2S+1: 1
Energy above the lowest of the compared OMol25 structures with the same formula, charge and spin: 81.90 kJ/mol
LUMO: 0.013 Eh
SMILES: Cc1c(NC(=O)c2cc(-c3ccc(Cl)cc3)on2)c(=O)n(-c2ccccc2)n1C
Total charge: 0
Gap between HOMO and LUMO: 0.311 hartree

These are the Löwdin partial charges, in e, on atoms 1 to 4:
1. Cl 0.676
2. O 0.031
3. O 0.079
4. O 0.089

=====

Which value of 2S+1 does entry 1 give?
3